<one>
This record from OMol25 describes a molecular structure, C5H7N2O. The level of theory is ωB97M-V/def2-TZVPD.

The geometry in ORCA input format:
```
! RIJCOSX wB97M-V def2-TZVPD def2/J DEFGRID3
* xyz 1 1
H -0.015 1.329 2.594
N -0.142 -0.062 -0.802
H -0.091 0.824 -2.641
C 0.109 0.729 1.653
H -1.435 -0.168 -2.365
C 1.059 -1.320 0.776
C 0.590 -1.051 -0.498
H 0.923 -0.552 2.879
H -1.443 1.383 -1.775
H 0.731 -1.664 -1.446
C 0.752 -0.501 1.834
N -0.523 1.063 0.540
H 1.625 -2.309 0.860
C -0.765 0.438 -1.934
O -1.375 1.862 0.324
*
```

- LUMO energy (spin up / spin down) (eV) = -5.6704 / -5.6711
- orbital gap (spin up / spin down) (eV) = 8.43 / 8.43

Results of the natural (NBO) charge analysis, in e, for atoms 1 through 5: atom 1 (H): 0.27, atom 2 (N): -0.17, atom 3 (H): 0.25, atom 4 (C): -0.08, atom 5 (H): 0.25

---

<two>
This record from OMol25 describes a gas-phase ion, C5H7N2O (charge +1). The level of theory is ωB97M-V/def2-TZVPD.

The geometry in ORCA input format:
```
! RIJCOSX wB97M-V def2-TZVPD def2/J DEFGRID3
* xyz 1 1
H -0.263 -0.065 1.392
H -2.024 -1.221 -1.238
C 0.018 1.869 0.284
H 2.660 0.603 0.761
O -0.530 2.244 -0.743
C 0.838 -1.699 -0.568
C -1.554 -0.904 -0.396
H -1.608 -1.795 0.278
C 1.985 -1.093 -0.115
N 1.931 -0.020 0.600
C 0.391 0.403 0.524
H -2.012 -0.079 0.072
H -0.044 -0.101 -1.421
H 0.289 2.472 1.144
N -0.078 -0.612 -0.575
*
```

- LUMO energy (spin up / spin down) (eV) = -6.5224 / -6.5349
- orbital gap (spin up / spin down) (eV) = 7.57 / 7.66

Results of the natural (NBO) charge analysis, in e, for atoms 1 through 5: atom 1 (H): 0.26, atom 2 (H): 0.25, atom 3 (C): 0.38, atom 4 (H): 0.44, atom 5 (O): -0.43

---

Which structure is the most stable? The one labeled <one>.

---

<one>
This record from OMol25 describes 2 unconnected molecules or ions with the total composition CH3OP. The level of theory is ωB97M-V/def2-TZVPD.

The geometry in ORCA input format:
```
! RIJCOSX wB97M-V def2-TZVPD def2/J DEFGRID3
* xyz 0 1
H 0.273 1.191 1.179
H 1.033 0.564 -0.213
C 0.169 0.480 0.334
H 0.583 -2.221 -1.031
P -1.061 -0.784 0.180
O -0.996 0.770 -0.449
*
```

- LUMO energy (spin up / spin down) (eV) = -0.7024 / -0.7496
- orbital gap (spin up / spin down) (eV) = 7.84 / 9.18

Results of the natural (NBO) charge analysis, in e, for atoms 1 through 5: atom 1 (H): 0.19, atom 2 (H): 0.20, atom 3 (C): -0.41, atom 4 (H): -0.15, atom 5 (P): 0.89

---

<two>
This record from OMol25 describes a single CH3OP molecule. The level of theory is ωB97M-V/def2-TZVPD.

The geometry in ORCA input format:
```
! RIJCOSX wB97M-V def2-TZVPD def2/J DEFGRID3
* xyz 0 1
P 0.642 -0.428 0.058
C -0.688 0.456 -0.056
H -0.856 1.439 -0.001
O 1.821 0.472 0.054
H 0.647 -1.744 0.117
H -1.566 -0.196 -0.172
*
```

- LUMO energy (eV) = 0.3040
- orbital gap (eV) = 9.57

Results of the natural (NBO) charge analysis, in e, for atoms 1 through 5: atom 1 (P): 1.58, atom 2 (C): -0.98, atom 3 (H): 0.24, atom 4 (O): -1.02, atom 5 (H): -0.05

---

<three>
This record from OMol25 describes 3 unconnected molecules or ions with the total composition CH3OP. The level of theory is ωB97M-V/def2-TZVPD.

The geometry in ORCA input format:
```
! RIJCOSX wB97M-V def2-TZVPD def2/J DEFGRID3
* xyz 0 1
H 2.291 -0.132 -0.325
O -1.643 -0.401 0.729
P 1.464 -0.755 0.655
C 0.310 0.035 -0.210
H -2.227 0.589 0.076
H -0.195 0.664 -0.926
*
```

- LUMO energy (spin up / spin down) (eV) = -0.5523 / -0.5588
- orbital gap (spin up / spin down) (eV) = 9.03 / 9.01

Results of the natural (NBO) charge analysis, in e, for atoms 1 through 5: atom 1 (H): 0.00, atom 2 (O): -0.84, atom 3 (P): 0.54, atom 4 (C): -0.32, atom 5 (H): 0.40

---

Which structure is the most stable? The one labeled <two>.

---

<one>
This record from OMol25 describes 2 unconnected molecules or ions with the total composition C7H14O2. The level of theory is ωB97M-V/def2-TZVPD.

The geometry in ORCA input format:
```
! RIJCOSX wB97M-V def2-TZVPD def2/J DEFGRID3
* xyz 0 1
H -0.363 -1.038 -0.172
C -1.277 0.662 -1.803
H -1.233 2.307 -3.296
C 0.717 -1.745 1.632
C 1.880 -1.075 2.344
C -1.901 1.458 -2.939
O -2.192 -0.143 -1.347
H 1.445 -1.070 -0.253
H 1.594 0.976 2.999
H 1.840 -1.374 3.465
O -0.195 0.747 -1.321
H 0.831 1.323 0.300
C 1.880 0.418 2.037
H 2.831 -1.495 2.041
C 0.711 0.512 1.023
H 2.917 0.945 1.759
H -0.189 -1.644 2.229
C 0.542 -0.913 0.374
H 0.927 -2.785 1.412
H -2.043 0.768 -3.723
H -2.809 1.964 -2.628
H -0.141 0.911 1.686
H -1.833 -0.521 -0.488
*
```

- LUMO energy (eV) = 0.7223
- orbital gap (eV) = 10.82

Results of the natural (NBO) charge analysis, in e, for atoms 1 through 5: atom 1 (H): 0.17, atom 2 (C): 0.80, atom 3 (H): 0.23, atom 4 (C): -0.41, atom 5 (C): -0.41

---

<two>
This record from OMol25 describes 2 unconnected molecules or ions with the total composition C7H14O2. The level of theory is ωB97M-V/def2-TZVPD.

The geometry in ORCA input format:
```
! RIJCOSX wB97M-V def2-TZVPD def2/J DEFGRID3
* xyz 0 1
C -0.595 2.327 1.737
H 0.464 2.516 1.913
C -0.786 0.949 1.210
H -0.728 1.463 -1.695
H -0.857 -2.970 0.622
C 1.978 -0.724 -1.459
H 1.063 -1.690 1.399
H -1.058 -0.653 -2.492
O 0.147 0.075 1.479
C -1.072 -1.912 0.747
H -1.753 0.608 0.869
H -1.814 -1.794 1.551
H 2.554 -0.123 -0.761
H 1.979 -1.762 -1.133
H -1.133 2.497 2.678
H -0.960 3.064 1.015
H 0.918 1.778 -0.942
C 0.181 -1.175 1.052
C 0.572 -0.212 -1.560
H -1.552 -1.558 -0.171
H 2.460 -0.693 -2.438
O -0.222 -1.080 -2.280
C 0.214 1.070 -1.341
*
```

- LUMO energy (spin up / spin down) (eV) = 0.8823 / 0.8804
- orbital gap (spin up / spin down) (eV) = 7.64 / 7.49

Results of the natural (NBO) charge analysis, in e, for atoms 1 through 5: atom 1 (C): -0.67, atom 2 (H): 0.22, atom 3 (C): 0.10, atom 4 (H): 0.20, atom 5 (H): 0.23

---

<three>
This record from OMol25 describes 2 unconnected molecules or ions with the total composition C7H14O2. The level of theory is ωB97M-V/def2-TZVPD.

The geometry in ORCA input format:
```
! RIJCOSX wB97M-V def2-TZVPD def2/J DEFGRID3
* xyz 0 1
H 2.506 1.733 2.221
H 1.009 -4.072 -0.764
H 2.112 -3.285 0.287
H -0.296 0.364 -1.565
C -0.059 1.095 -0.729
C 1.122 -3.227 -0.250
H 0.991 1.900 2.369
C 0.335 -2.126 -0.275
H -1.833 -2.062 -1.014
C -0.869 2.287 -1.122
H -0.381 3.198 -1.472
H 0.204 -1.299 1.794
H 1.478 -0.721 0.637
H 1.032 1.339 -0.752
O -2.081 2.204 -1.077
O 1.843 2.114 2.810
H -0.761 -3.008 -1.885
C -0.790 -2.074 -1.292
C 0.412 -1.015 0.773
H -1.554 0.025 0.646
C -0.436 0.322 0.593
H -0.134 0.967 1.467
H -0.769 -1.199 -2.024
*
```

- LUMO energy (eV) = 0.5833
- orbital gap (eV) = 9.99

Results of the natural (NBO) charge analysis, in e, for atoms 1 through 5: atom 1 (H): 0.47, atom 2 (H): 0.19, atom 3 (H): 0.19, atom 4 (H): 0.25, atom 5 (C): -0.53

---

<four>
This record from OMol25 describes 2 unconnected molecules or ions with the total composition C7H14O2. The level of theory is ωB97M-V/def2-TZVPD.

The geometry in ORCA input format:
```
! RIJCOSX wB97M-V def2-TZVPD def2/J DEFGRID3
* xyz 0 1
H -1.122 -1.865 -0.937
H 0.844 1.522 0.556
H 1.974 1.851 -1.365
H -2.870 -0.749 0.719
C 1.216 1.187 -1.521
C 0.623 0.727 -0.235
O 4.100 -0.233 0.104
H -3.549 1.454 1.713
C -0.002 -0.384 -0.017
C -0.113 -1.388 -1.037
C -0.740 -0.762 1.224
H 3.517 -0.753 -0.538
H 0.481 1.705 -2.230
C -2.187 -0.266 1.457
O -2.055 1.975 0.602
H -0.668 -1.856 1.291
H 0.641 -2.117 -1.127
H -2.623 -0.697 2.331
H 4.027 0.631 -0.188
H -0.260 -0.971 -2.124
C -2.569 1.141 1.248
H -0.150 -0.419 2.115
H 1.485 0.266 -2.041
*
```

- LUMO energy (eV) = 0.7596
- orbital gap (eV) = 9.52

Results of the natural (NBO) charge analysis, in e, for atoms 1 through 5: atom 1 (H): 0.21, atom 2 (H): 0.20, atom 3 (H): 0.21, atom 4 (H): 0.23, atom 5 (C): -0.65

---

Which structure is the most stable? The one labeled <one>.